A molecular structure, C22H50BrN2O3P2PbSSbSi3, computed with the ωB97M-V functional and the def2-TZVPD basis.

Summary:
ΔE to the lowest compared entry with this formula, charge and spin ... 0.00 kcal per mole
Largest force on an atom ... 0.6 eV/A
Gap between HOMO and LUMO ... 7.795 eV
Total charge ... +2

Cartesian coordinates (Å):
H -3.122 0.841 6.640
C 0.827 -4.053 -2.686
N 0.563 -3.553 1.691
N -0.385 -0.276 1.735
C 4.357 -1.266 2.866
H -0.505 -0.604 -7.540
H 3.867 -2.100 3.373
H 1.356 2.675 1.313
C -3.440 0.967 -5.281
H 2.156 -1.170 -3.202
H 0.113 -4.873 -2.801
H -5.032 -4.246 -3.611
C -1.526 0.086 3.783
C -1.759 0.139 5.142
H 3.117 -2.185 -4.310
H -4.255 1.746 2.592
C -0.358 -0.530 3.094
H 1.485 -4.652 -5.811
H 3.553 1.215 4.458
H -2.558 -2.657 -0.451
C 2.729 2.014 -2.198
H 5.100 -0.829 3.536
C 4.116 1.395 1.762
H -0.440 -3.681 1.589
H 3.720 2.302 2.217
Si -3.465 -2.605 -2.695
Si 0.819 -2.970 -4.175
H -4.703 1.828 5.035
H -1.680 -3.802 -1.493
H 2.394 -0.112 4.751
H 0.714 -3.298 2.662
Pb 1.336 -1.135 0.441
C -0.418 1.618 -5.220
H 1.825 -4.492 -2.558
C -3.807 1.344 4.670
O -2.626 -0.546 0.576
C -3.568 1.298 3.302
H 0.717 -3.274 -6.620
H 3.489 1.395 -2.672
P 2.435 1.454 -0.490
H -0.526 2.510 -5.852
C 1.555 2.869 0.255
C -2.666 -3.405 -1.243
H -4.763 -0.567 -3.170
C -4.125 -3.747 -3.978
H 4.558 2.511 -0.053
S -1.814 0.424 1.261
H 0.579 1.199 -5.391
H -3.400 -4.525 -4.240
H 0.585 2.983 -0.230
H -3.285 -4.230 -0.869
H -3.545 1.246 -4.228
H -4.035 -0.542 -1.538
H 2.003 -0.966 -4.959
Si -1.731 0.413 -5.662
Sb -1.391 -1.600 -3.994
H 5.133 1.263 2.129
O -1.543 1.667 0.594
C -4.525 -1.171 -2.291
O 0.517 -1.170 3.663
C -2.413 0.664 2.893
H 2.133 3.789 0.153
H -4.170 0.187 -5.518
H 1.804 1.939 -2.774
H 3.064 3.053 -2.192
H 1.842 1.384 3.986
H 0.581 -3.498 -1.775
H 4.718 0.768 -0.236
Br -0.575 -0.157 -2.038
H 4.856 -1.643 1.972
H -0.501 1.926 -4.173
C -1.542 -0.323 -7.335
C 4.118 1.554 0.233
C 2.680 0.689 4.071
C 0.666 -3.925 -5.741
H -0.277 -4.479 -5.772
C -2.912 0.777 5.578
H -2.181 -1.200 -7.480
H 0.998 -4.455 1.529
H -4.397 -3.201 -4.889
P 3.106 -0.008 2.439
H -1.054 -0.308 5.834
H -1.840 0.429 -8.080
H -5.469 -1.542 -1.868
C 2.144 -1.701 -4.159
H -3.680 1.849 -5.889